# C50H117N7O9

A 9-piece molecular cluster, C50H117N7O9 overall (wB97M-V/def2-TZVPD, the Open Molecules 2025 dataset).

Each line ends with the Löwdin charge.
CARTESIAN COORDINATES (ANGSTROEM)
C (1.409198, 9.062296, 3.348758)  -0.05
C (2.361248, 8.246826, 2.422318)  -0.47
C (2.918328, 9.086496, 1.318188)  -0.14
C (4.157308, 8.408696, 0.598398)  -0.16
C (5.258618, 8.012216, 1.624878)  -0.12
C (4.702658, 7.160916, 2.817318)  -0.50
N (3.387698, 7.625826, 3.307098)  -0.11
O (2.943118, 6.961086, 4.470438)  -0.01
C (4.735758, 5.646586, 2.402978)  -0.03
C (5.683688, 7.326906, 3.970758)  -0.05
C (1.428798, 7.198246, 1.685278)  -0.04
H (1.955158, 9.663606, 4.075708)  0.08
H (0.666698, 8.479046, 3.893388)  0.08
H (0.802078, 9.857736, 2.916578)  0.08
H (2.209868, 9.288536, 0.514838)  0.12
H (3.261028, 10.088036, 1.578138)  0.12
H (4.616038, 8.990376, -0.201172)  0.10
H (3.933578, 7.469356, 0.092738)  0.09
H (5.704728, 8.947146, 1.963988)  0.11
H (5.870428, 7.267326, 1.116038)  0.11
H (4.116088, 5.505616, 1.517408)  0.07
H (5.749588, 5.256896, 2.311378)  0.08
H (4.264678, 5.066396, 3.196438)  0.08
H (5.807568, 8.397526, 4.133678)  0.08
H (5.445348, 6.811356, 4.901078)  0.08
H (6.626278, 6.925846, 3.598238)  0.08
H (1.039598, 6.491236, 2.417918)  0.07
H (1.841498, 6.573636, 0.893038)  0.07
H (0.445378, 7.536426, 1.358758)  0.08
H (2.933178, 7.617106, 5.171248)  0.10
C (-9.021142, -6.747344, 0.250738)  -0.05
C (-7.860992, -5.822224, -0.326582)  -0.46
C (-7.262752, -6.674894, -1.530382)  -0.15
C (-6.460612, -5.863594, -2.576872)  -0.17
C (-7.347722, -4.649564, -3.016512)  -0.15
C (-7.960242, -3.738104, -1.908452)  -0.43
N (-8.526982, -4.621314, -0.821802)  -0.11
O (-9.205702, -3.888234, 0.202178)  -0.02
C (-6.804782, -2.774424, -1.365792)  -0.02
C (-9.107722, -2.905544, -2.600202)  -0.04
C (-6.769672, -5.699384, 0.772148)  -0.03
H (-9.810322, -6.995494, -0.458982)  0.08
H (-9.566392, -6.279334, 1.070358)  0.06
H (-8.573192, -7.579294, 0.794158)  0.08
H (-6.716252, -7.603404, -1.365162)  0.12
H (-8.015662, -7.071774, -2.211342)  0.10
H (-6.413312, -6.549304, -3.422842)  0.11
H (-5.534452, -5.580784, -2.076522)  0.10
H (-8.254802, -4.950424, -3.540712)  0.10
H (-6.916282, -4.136604, -3.876062)  0.11
H (-6.899962, -1.768934, -1.775712)  0.06
H (-6.924582, -2.589174, -0.298342)  0.07
H (-5.767702, -3.061334, -1.539722)  0.07
H (-9.808442, -3.496064, -3.190422)  0.08
H (-9.603882, -2.342554, -1.809652)  0.07
H (-8.720252, -2.076884, -3.192892)  0.08
H (-7.169552, -5.130614, 1.611608)  0.08
H (-6.007912, -5.076564, 0.303208)  0.07
H (-6.293892, -6.578744, 1.206258)  0.08
H (-10.089092, -4.063204, -0.130412)  0.10
C (-0.897502, 1.051716, -8.467892)  -0.03
C (-0.485352, -0.411404, -8.201022)  -0.48
C (-0.193922, -1.087634, -9.563172)  -0.15
C (1.138188, -0.567094, -10.153642)  -0.16
C (2.381318, -0.991644, -9.245052)  -0.11
C (2.078438, -0.274664, -7.871062)  -0.46
N (0.688708, -0.350274, -7.355862)  -0.16
O (0.526868, 0.175086, -6.096482)  0.02
C (2.994018, -1.156674, -6.990642)  -0.07
C (2.616678, 1.200256, -7.892692)  -0.02
C (-1.670932, -1.253714, -7.511582)  -0.01
H (-1.174722, 1.442966, -7.489022)  0.07
H (-1.596682, 1.288456, -9.269882)  0.09
H (-0.021992, 1.684406, -8.613812)  0.06
H (-0.074982, -2.146864, -9.335152)  0.11
H (-1.034852, -1.275804, -10.230642)  0.12
H (1.124078, 0.507616, -10.335012)  0.10
H (1.249068, -1.031024, -11.133732)  0.10
H (3.205758, -0.456794, -9.716572)  0.11
H (2.634768, -2.050804, -9.200042)  0.11
H (2.480008, -2.086214, -6.746012)  0.08
H (3.979308, -1.475514, -7.330692)  0.08
H (3.124358, -0.788054, -5.973182)  0.07
H (3.638708, 1.006366, -8.218192)  0.08
H (2.129788, 1.985556, -8.470932)  0.07
H (2.596188, 1.606626, -6.881482)  0.08
H (-1.251822, -2.040664, -6.884562)  0.07
H (-2.387602, -1.713114, -8.192342)  0.08
H (-2.079722, -0.554924, -6.781732)  0.07
H (0.504988, -0.639944, -5.589672)  0.11
C (-1.030912, -1.646084, 2.664558)  -0.02
C (0.164388, -2.530434, 2.201888)  -0.49
C (-0.098812, -3.413264, 1.025568)  -0.17
C (1.088578, -3.978864, 0.303908)  -0.20
C (2.125848, -2.953104, -0.034632)  -0.14
C (2.504938, -2.158334, 1.244368)  -0.51
N (1.349658, -1.641234, 1.920208)  -0.12
O (1.596708, -0.753974, 2.958898)  -0.01
C (3.412408, -2.996334, 2.102178)  -0.03
C (3.248218, -0.945134, 0.550658)  -0.04
C (0.447298, -3.534694, 3.318948)  -0.05
H (-0.886572, -0.969924, 3.507208)  0.08
H (-1.815322, -2.375014, 2.868188)  0.08
H (-1.403882, -1.097644, 1.799558)  0.08
H (-0.684372, -4.281934, 1.326618)  0.13
H (-0.669642, -2.795284, 0.332488)  0.12
H (0.630698, -4.480794, -0.548452)  0.11
H (1.468938, -4.869804, 0.803578)  0.11
H (1.890328, -2.318664, -0.889102)  0.12
H (2.985848, -3.526924, -0.379942)  0.12
H (3.255858, -4.070114, 2.205128)  0.08
H (4.397238, -2.793244, 1.681528)  0.08
H (3.528148, -2.518244, 3.074878)  0.09
H (3.994138, -1.257694, -0.180102)  0.08
H (2.621298, -0.213494, 0.040978)  0.08
H (3.744128, -0.339574, 1.309258)  0.07
H (-0.351742, -4.237424, 3.555178)  0.08
H (0.669288, -3.088184, 4.288208)  0.09
H (1.274848, -4.192504, 3.053358)  0.06
H (1.210978, 0.099136, 2.746738)  0.11
C (10.853788, 1.249206, -4.487962)  -0.08
C (11.839888, 1.173926, -5.681372)  -0.39
C (13.064848, 2.062116, -5.308972)  -0.28
O (12.772088, 3.320816, -4.901602)  -0.19
C (13.916728, 4.164636, -4.534672)  -0.05
N (12.272888, -0.218174, -5.902492)  0.03
H (10.366738, 2.143266, -4.098692)  0.07
H (11.322908, 0.767596, -3.630012)  0.07
H (10.007848, 0.586766, -4.671412)  0.06
H (11.353718, 1.471046, -6.610592)  0.13
H (13.718818, 2.123576, -6.178832)  0.12
H (13.747448, 1.574456, -4.613032)  0.12
H (14.568118, 4.365416, -5.385252)  0.09
H (14.438308, 3.617236, -3.749562)  0.08
H (13.565278, 5.034426, -3.979652)  0.09
H (12.750798, -0.642174, -5.120242)  0.07
H (11.484138, -0.729164, -6.272432)  0.07
C (-5.413172, -4.849514, 11.556158)  -0.06
C (-4.165522, -4.717164, 10.668528)  -0.42
C (-4.239562, -3.484394, 9.768598)  -0.20
O (-5.453142, -3.714614, 8.989668)  -0.19
C (-5.989342, -2.474174, 8.487088)  -0.11
N (-2.976362, -4.725454, 11.578108)  0.03
H (-5.351132, -5.770924, 12.135168)  0.08
H (-6.335832, -4.907584, 10.978728)  0.08
H (-5.446132, -4.013504, 12.254798)  0.08
H (-4.159162, -5.583954, 10.007658)  0.13
H (-3.364372, -3.130264, 9.223868)  0.12
H (-4.325402, -2.644884, 10.458498)  0.11
H (-5.345202, -1.937594, 7.790468)  0.07
H (-6.140752, -1.729704, 9.268708)  0.08
H (-6.823352, -2.548904, 7.789278)  0.08
H (-3.022022, -3.975534, 12.253108)  0.06
H (-2.137062, -4.476064, 11.074638)  0.06
C (-5.908892, 5.035386, 3.691798)  -0.06
C (-5.668942, 5.296486, 2.150868)  -0.39
C (-4.749232, 4.140446, 1.653428)  -0.23
O (-4.007492, 4.514886, 0.500528)  -0.19
C (-3.275102, 3.417096, -0.042302)  -0.10
N (-6.932502, 5.275286, 1.405888)  0.02
H (-6.657222, 4.280106, 3.931918)  0.07
H (-6.348042, 5.988776, 3.985528)  0.07
H (-5.045212, 4.903136, 4.343468)  0.07
H (-5.322832, 6.302246, 1.912638)  0.14
H (-5.392742, 3.277256, 1.483418)  0.12
H (-4.131362, 3.866356, 2.508538)  0.11
H (-3.897012, 2.523206, 0.005598)  0.08
H (-2.475122, 3.214916, 0.669918)  0.08
H (-2.884992, 3.634896, -1.036522)  0.09
H (-7.328972, 4.346466, 1.391368)  0.06
H (-6.679062, 5.466286, 0.447048)  0.07
C (-0.979822, 3.369066, 8.219178)  -0.14
O (-2.018152, 3.791786, 9.147108)  -0.14
H (-0.029882, 3.789126, 8.549728)  0.07
H (-0.888262, 2.282946, 8.210908)  0.07
H (-1.239902, 3.721746, 7.221138)  0.07
H (-2.043452, 4.750236, 9.098928)  0.06
C (3.978538, -10.208504, -1.217732)  -0.16
O (2.886588, -11.070414, -1.526902)  -0.13
H (4.696148, -10.558794, -0.475822)  0.07
H (4.410808, -10.034584, -2.203122)  0.08
H (3.543018, -9.272604, -0.867712)  0.08
H (3.281728, -11.795614, -2.016342)  0.07

Forces on the atoms, in the same order (eV/Å):
C 0.003 0.695 0.343
C -2.479 -1.441 0.516
C 2.634 0.369 -1.956
C 0.037 -0.772 1.129
C -2.113 -0.276 -0.092
C -0.082 -0.693 0.518
N 0.767 1.625 -1.279
O -0.396 -0.454 -1.031
C -1.029 0.674 0.617
C 0.571 0.202 -0.448
C -0.558 -0.945 1.242
H 0.484 -0.341 0.242
H 0.337 -0.455 0.005
H 0.077 -0.249 -1.042
H -0.550 -0.291 0.357
H 0.071 0.032 0.710
H -0.220 0.527 0.212
H -0.780 -0.046 -0.009
H 0.580 -0.363 0.137
H 0.877 0.763 0.036
H 0.299 -0.196 -0.247
H -0.026 0.201 -0.381
H -0.074 -0.009 0.095
H 0.079 -0.013 0.351
H -0.263 -0.002 -0.197
H 0.292 0.104 0.251
H 0.544 -0.359 0.467
H 0.453 0.380 -0.052
H 0.309 1.012 -0.475
H 0.148 0.315 -0.019
C 0.538 0.944 0.815
C -0.812 -3.453 0.273
C -0.587 0.991 -1.556
C -1.796 0.760 1.106
C -0.574 -0.662 0.009
C 1.745 0.392 0.001
N 0.689 0.199 -1.785
O 0.588 -0.361 -0.771
C -1.166 0.385 0.279
C 0.834 0.311 1.460
C -0.290 1.728 -0.516
H 0.484 -0.355 -0.331
H 0.126 0.641 0.030
H -0.007 -0.532 -0.668
H 0.230 0.282 1.316
H -1.094 0.140 0.610
H 0.950 0.300 -0.101
H 0.392 0.216 -0.811
H -0.118 -1.234 0.137
H 0.646 0.842 0.602
H -0.077 -0.009 -0.391
H -0.044 -0.306 0.162
H -0.193 -0.540 -0.143
H 0.071 -0.104 0.225
H -0.498 -0.283 0.106
H 0.412 -0.412 -0.395
H -0.057 0.125 0.036
H 0.448 0.026 0.326
H -0.387 -0.366 -0.597
H -0.448 0.340 0.574
C 0.267 0.559 0.991
C -1.818 0.157 -1.251
C 1.664 -0.878 1.240
C 0.063 -1.944 -0.415
C -3.066 2.903 -1.034
C 1.119 -0.358 0.087
N 1.352 -2.628 -2.477
O -0.214 0.252 0.449
C -0.510 -0.115 2.245
C 0.295 -1.122 0.523
C 1.713 1.320 0.549
H -0.895 0.157 -0.086
H -0.316 -0.340 0.273
H 0.287 -0.346 -0.606
H 0.791 -0.382 0.337
H -0.307 1.497 -0.139
H 0.082 0.037 0.299
H 0.109 0.047 -0.217
H 0.347 -0.190 0.346
H -0.615 0.055 0.108
H -0.312 -0.256 -0.578
H -0.042 0.585 -0.552
H 0.267 0.649 0.072
H 0.234 0.902 0.070
H -0.148 -0.595 -0.590
H 0.264 -0.240 0.164
H 0.270 -0.252 -0.272
H -0.023 0.494 -0.043
H -0.782 -0.162 -0.193
H -0.077 0.190 0.706
C -0.098 -1.072 -1.511
C 1.366 0.494 2.394
C -1.073 0.658 -0.832
C -0.906 -0.866 -0.608
C -0.085 -1.011 0.508
C 0.367 1.015 -2.374
N -2.998 -0.291 -1.537
O 0.989 -0.447 1.065
C 1.796 1.082 0.401
C 0.507 0.357 1.484
C 0.718 -0.419 1.278
H 0.312 -0.371 -0.057
H -0.222 0.169 0.418
H 0.078 0.380 -0.027
H -0.485 0.335 0.092
H -0.243 -0.199 -0.434
H 0.256 0.274 -0.650
H 0.523 0.325 0.589
H -0.554 0.200 0.294
H 0.488 0.291 0.191
H -0.286 0.226 -0.198
H 0.364 -0.707 -0.133
H -0.405 -0.243 0.319
H 0.061 -0.319 0.183
H -0.636 -0.495 0.012
H 0.344 -0.048 0.119
H -0.531 0.239 -0.409
H 0.293 0.319 -0.071
H 0.158 0.164 0.036
H -0.106 -0.031 -0.545
C -0.726 -1.139 0.268
C 0.187 0.451 1.887
C 1.349 -1.486 -1.913
O -0.546 2.950 0.980
C -1.168 -1.834 0.600
N 0.160 1.273 -0.663
H 0.639 0.582 -0.605
H 0.346 0.123 0.152
H -0.141 -0.190 -0.352
H 0.182 0.410 0.067
H 0.061 -0.106 -0.693
H -0.320 -0.601 0.756
H -0.117 0.162 0.013
H 0.597 -0.241 -0.171
H -0.333 0.195 -0.777
H -0.444 -0.107 0.079
H 0.274 -0.442 0.374
C 0.278 -0.122 -0.237
C 0.622 -0.005 0.522
C -1.647 -0.079 0.792
O 0.672 1.930 -0.425
C 0.832 0.352 -0.561
N -0.294 -0.038 -0.805
H 0.173 0.034 0.052
H 0.144 0.253 -0.029
H -0.185 0.106 0.040
H 0.425 -0.214 0.123
H 0.184 -0.989 -0.794
H -0.836 0.434 0.223
H 1.127 -0.239 0.052
H -0.516 -0.301 0.333
H -0.624 -0.917 0.847
H -0.575 0.121 0.300
H 0.222 -0.325 -0.437
C -0.617 1.861 -0.839
C -0.150 -2.179 0.238
C 0.167 1.341 0.389
O -0.503 -0.233 -0.187
C -0.212 0.132 1.368
N -0.168 0.265 0.206
H 0.109 -0.216 -0.414
H -0.252 -0.069 0.509
H 0.262 -0.148 -0.508
H 0.842 -0.203 0.565
H -0.127 -0.218 -0.364
H 0.768 -0.093 -0.179
H -0.148 -0.163 -0.601
H 0.557 -0.111 -0.235
H -0.240 0.095 0.171
H -0.109 -0.218 0.166
H -0.171 0.150 -0.281
C -0.592 0.618 0.633
O 0.570 -0.650 -0.516
H 0.155 -0.027 -0.224
H -0.303 0.114 0.181
H 0.224 -0.093 -0.132
H -0.053 0.035 0.052
C -0.724 0.555 -1.001
O 0.096 -0.453 0.690
H -0.058 -0.341 -0.079
H 0.877 0.487 0.347
H 0.092 -0.030 0.057
H -0.284 -0.214 -0.014

Properties
* HOMO: -7.978 eV
* molar mass: 960.5 g/mol
* SMILES: CC1(C)CCCC(C)(C)N1O.CC1(C)CCCC(C)(C)N1O.CC1(C)CCCC(C)(C)N1O.CC1(C)CCCC(C)(C)N1O.COC[C@H](C)N.COC[C@H](C)N.COC[C@H](C)N.CO.CO
* ΔE to the lowest compared entry with this formula, charge and spin: 6.269 eV